Molecular formula: C29H32F3N5NiO3
Method: DFT, ωB97M-V with the def2-TZVPD basis set

Properties
E_HOMO (alpha / beta): -8.49 / -8.36 eV
energy above the lowest of the compared OMol25 structures with the same formula, charge and spin: 0.00 kJ/mol
electronic energy: -93381.54376 eV
maximum force: 0.871 eV/Å
E_LUMO (alpha / beta): 0.37 / 0.39 eV
spin multiplicity: 3
orbital gap (alpha / beta): 8.858 / 8.743 eV
net charge: 0
⟨S²⟩: 2.004

Last column: Löwdin charge in e.
CARTESIAN COORDINATES (ANGSTROEM)
Ni (0.19339, -1.27212, -0.34555)  0.61
C (1.51234, -3.57140, -0.68215)  -0.44
O (2.02673, -2.43951, 0.04982)  -0.15
O (0.29093, -3.24211, -1.07707)  -0.19
C (2.42592, -3.90819, -1.87202)  -0.53
F (2.26270, -3.08156, -2.91254)  0.15
F (3.74678, -3.85730, -1.54181)  0.12
F (2.17926, -5.15983, -2.30159)  0.14
C (3.02234, -2.60150, 1.03011)  -0.25
C (3.40679, -1.24578, 1.60108)  -0.06
H (2.59453, -0.83637, 2.20347)  0.05
H (4.28882, -1.36168, 2.23081)  0.08
H (3.59006, -0.52185, 0.80700)  0.07
H (3.91089, -3.09402, 0.64047)  0.11
H (2.62800, -3.21672, 1.85302)  0.12
H (1.52298, -4.45926, -0.01218)  0.16
O (0.63063, 0.39607, 0.54041)  -0.38
H (0.83603, 1.13991, 1.11187)  -0.07
N (-3.24101, 4.05392, 1.35497)  0.06
C (-4.22687, 3.18458, 1.53870)  -0.17
C (-4.02330, 1.87365, 1.92682)  -0.09
C (-2.73729, 1.45663, 2.22674)  -0.07
C (-1.70881, 2.37063, 2.08072)  -0.07
C (-2.00805, 3.64707, 1.62958)  -0.15
H (-5.22716, 3.55162, 1.33125)  0.10
H (-4.86031, 1.19069, 2.00911)  0.10
H (-2.54885, 0.44937, 2.57625)  0.10
H (-0.69087, 2.10802, 2.33445)  0.09
H (-1.21516, 4.36918, 1.46559)  0.10
N (0.96188, -0.54472, -2.20187)  0.03
C (1.93215, 0.34700, -2.32279)  -0.10
C (2.40574, 0.77818, -3.55167)  -0.04
C (1.85422, 0.22529, -4.69843)  -0.06
C (0.84437, -0.71642, -4.56883)  -0.05
C (0.43546, -1.07834, -3.30034)  -0.13
H (2.32504, 0.74239, -1.39188)  0.10
H (3.18692, 1.52246, -3.61321)  0.11
H (2.20496, 0.52853, -5.67698)  0.11
H (0.34699, -1.10041, -5.44931)  0.11
H (-0.32031, -1.83885, -3.15711)  0.11
N (-0.57486, -2.14082, 1.48089)  0.05
C (-0.37103, -1.51561, 2.62850)  -0.14
C (-0.96092, -1.89802, 3.81815)  -0.05
C (-1.81479, -2.99146, 3.81248)  -0.06
C (-2.02383, -3.65866, 2.62118)  -0.05
C (-1.40097, -3.18298, 1.47972)  -0.11
H (0.27848, -0.64819, 2.58667)  0.09
H (-0.80388, -1.30338, 4.70664)  0.11
H (-2.32546, -3.32963, 4.70698)  0.11
H (-2.65780, -4.52786, 2.51800)  0.11
H (-1.53736, -3.67795, 0.52613)  0.10
N (3.59685, 5.40300, 0.22607)  0.05
C (3.62923, 4.12933, 0.59170)  -0.15
C (2.54507, 3.27244, 0.46708)  -0.07
C (1.35029, 3.79438, 0.01316)  -0.09
C (1.29714, 5.11851, -0.37662)  -0.07
C (2.44926, 5.87690, -0.24274)  -0.16
H (4.56455, 3.77845, 1.01601)  0.10
H (2.62239, 2.23620, 0.77416)  0.08
H (0.47396, 3.15718, -0.05402)  0.09
H (0.35867, 5.53549, -0.71489)  0.10
H (2.44817, 6.93312, -0.49912)  0.10
N (-1.74839, -0.84201, -1.00832)  0.03
C (-2.64028, -1.78223, -1.30629)  -0.12
C (-3.97468, -1.50431, -1.50685)  -0.05
C (-4.40327, -0.18630, -1.41620)  -0.05
C (-3.45955, 0.80297, -1.18115)  -0.05
C (-2.15094, 0.42013, -0.96792)  -0.11
H (-2.29480, -2.80467, -1.41402)  0.11
H (-4.66929, -2.29884, -1.74254)  0.11
H (-5.44709, 0.06248, -1.56387)  0.11
H (-3.73521, 1.84600, -1.13402)  0.11
H (-1.37855, 1.13909, -0.70983)  0.10